{
  "formula": "C54H135N9",
  "method": "the ωB97M-V functional and the def2-TZVPD basis",
  "species": ["C", "C", "N", "C", "C", "C", "C", "H", "H", "H", "H", "H", "H", "H", "H", "H", "H", "H", "H", "H", "H", "H", "C", "C", "N", "C", "C", "C", "C", "H", "H", "H", "H", "H", "H", "H", "H", "H", "H", "H", "H", "H", "H", "H", "C", "C", "N", "C", "C", "C", "C", "H", "H", "H", "H", "H", "H", "H", "H", "H", "H", "H", "H", "H", "H", "H", "C", "C", "N", "C", "C", "C", "C", "H", "H", "H", "H", "H", "H", "H", "H", "H", "H", "H", "H", "H", "H", "H", "C", "C", "N", "C", "C", "C", "C", "H", "H", "H", "H", "H", "H", "H", "H", "H", "H", "H", "H", "H", "H", "H", "C", "C", "N", "C", "C", "C", "C", "H", "H", "H", "H", "H", "H", "H", "H", "H", "H", "H", "H", "H", "H", "H", "C", "C", "N", "C", "C", "C", "C", "H", "H", "H", "H", "H", "H", "H", "H", "H", "H", "H", "H", "H", "H", "H", "C", "C", "N", "C", "C", "C", "C", "H", "H", "H", "H", "H", "H", "H", "H", "H", "H", "H", "H", "H", "H", "H", "C", "C", "N", "C", "C", "C", "C", "H", "H", "H", "H", "H", "H", "H", "H", "H", "H", "H", "H", "H", "H", "H"],
  "xyz": [[12.169, 21.875, 0.733], [10.980, 20.846, 0.856], [10.204, 21.044, 2.056], [9.376, 22.290, 1.986], [8.310, 22.416, 3.030], [10.878, 20.930, 3.378], [11.673, 19.614, 3.469], [11.770, 22.878, 0.578], [12.786, 21.720, -0.152], [12.820, 21.952, 1.604], [10.361, 20.949, -0.035], [11.340, 19.821, 0.765], [10.133, 23.074, 1.957], [8.868, 22.382, 1.026], [7.632, 21.564, 3.007], [8.713, 22.378, 4.042], [7.765, 23.360, 3.002], [10.206, 20.849, 4.233], [11.462, 21.839, 3.516], [11.051, 18.734, 3.635], [12.279, 19.723, 4.369], [12.393, 19.486, 2.661], [-2.212, 12.126, 4.601], [-2.212, 11.689, 6.086], [-2.259, 12.810, 7.024], [-2.766, 12.406, 8.361], [-1.928, 11.311, 8.993], [-0.979, 13.511, 7.025], [-0.852, 14.753, 7.888], [-1.230, 12.477, 4.281], [-3.031, 12.833, 4.470], [-2.409, 11.323, 3.891], [-3.118, 11.099, 6.230], [-1.360, 11.021, 6.213], [-2.914, 13.265, 9.016], [-3.727, 11.892, 8.358], [-2.057, 10.425, 8.372], [-0.891, 11.644, 8.993], [-2.392, 11.070, 9.950], [-0.850, 13.799, 5.981], [-0.152, 12.848, 7.280], [0.148, 15.185, 7.857], [-1.159, 14.620, 8.926], [-1.515, 15.494, 7.442], [5.403, 8.955, 0.773], [5.554, 8.890, -0.750], [5.054, 7.646, -1.331], [3.699, 7.143, -0.946], [2.620, 8.124, -1.245], [5.438, 7.456, -2.736], [5.685, 5.924, -3.055], [5.924, 8.086, 1.174], [4.360, 8.896, 1.086], [5.821, 9.888, 1.149], [4.992, 9.720, -1.177], [6.595, 9.042, -1.036], [3.474, 6.189, -1.422], [3.817, 6.892, 0.108], [2.557, 8.234, -2.328], [1.688, 7.683, -0.891], [2.712, 9.073, -0.717], [6.298, 7.994, -3.135], [4.564, 7.799, -3.291], [4.727, 5.407, -3.001], [6.363, 5.366, -2.409], [6.058, 5.734, -4.061], [7.008, 25.555, -3.777], [5.503, 25.334, -3.582], [4.945, 24.295, -4.451], [5.574, 22.931, -4.180], [5.046, 21.791, -5.044], [3.466, 24.328, -4.374], [2.852, 24.100, -3.010], [7.542, 24.829, -3.163], [7.229, 26.545, -3.376], [7.315, 25.469, -4.819], [5.392, 25.115, -2.520], [5.011, 26.276, -3.824], [5.542, 22.626, -3.134], [6.628, 23.045, -4.434], [4.973, 22.097, -6.088], [4.023, 21.632, -4.704], [5.572, 20.838, -5.005], [3.169, 25.330, -4.682], [3.085, 23.688, -5.170], [1.777, 24.270, -2.958], [3.049, 23.049, -2.799], [3.324, 24.713, -2.242], [-7.948, 25.151, 7.285], [-8.403, 23.656, 7.432], [-7.840, 23.016, 8.622], [-8.137, 23.671, 9.878], [-7.378, 23.130, 11.127], [-7.985, 21.575, 8.573], [-7.296, 20.875, 7.416], [-8.335, 25.740, 8.118], [-8.337, 25.585, 6.364], [-6.861, 25.190, 7.217], [-9.484, 23.545, 7.518], [-8.066, 23.202, 6.500], [-7.792, 24.698, 9.762], [-9.200, 23.749, 10.108], [-7.603, 23.756, 11.990], [-7.704, 22.119, 11.372], [-6.307, 23.027, 10.949], [-9.051, 21.360, 8.646], [-7.577, 21.177, 9.502], [-6.219, 21.033, 7.364], [-7.767, 21.159, 6.475], [-7.464, 19.800, 7.477], [-6.649, 19.400, -1.642], [-6.457, 17.857, -1.741], [-5.910, 17.388, -3.059], [-5.530, 15.964, -2.848], [-4.862, 15.279, -4.090], [-6.622, 17.701, -4.302], [-7.926, 16.932, -4.529], [-6.972, 19.697, -0.644], [-7.438, 19.658, -2.348], [-5.708, 19.896, -1.876], [-5.719, 17.639, -0.969], [-7.336, 17.291, -1.433], [-4.849, 15.990, -1.998], [-6.439, 15.411, -2.608], [-4.341, 14.406, -3.697], [-5.583, 14.809, -4.758], [-4.088, 15.860, -4.593], [-6.037, 17.481, -5.196], [-6.816, 18.774, -4.315], [-7.770, 15.855, -4.597], [-8.434, 17.357, -5.394], [-8.586, 17.116, -3.681], [2.190, 15.888, -1.260], [1.673, 16.994, -0.322], [2.362, 16.969, 1.007], [3.816, 16.887, 1.040], [4.498, 16.590, 2.379], [1.890, 18.057, 1.857], [0.364, 18.082, 2.034], [3.123, 16.289, -1.656], [1.442, 15.658, -2.019], [2.422, 14.975, -0.712], [1.684, 17.975, -0.796], [0.622, 16.729, -0.211], [4.125, 16.107, 0.344], [4.329, 17.751, 0.617], [4.558, 17.521, 2.943], [3.891, 15.812, 2.842], [5.532, 16.275, 2.238], [2.351, 18.981, 1.508], [2.255, 17.991, 2.882], [0.164, 18.723, 2.892], [-0.080, 17.114, 2.266], [-0.196, 18.505, 1.201], [0.980, 27.902, 8.806], [0.352, 26.508, 8.948], [-0.184, 26.030, 7.689], [-1.273, 25.078, 7.941], [-0.892, 23.679, 8.578], [0.854, 25.633, 6.749], [0.285, 25.218, 5.351], [0.921, 28.423, 9.762], [0.373, 28.500, 8.126], [1.998, 27.757, 8.445], [1.094, 25.778, 9.270], [-0.411, 26.640, 9.715], [-1.791, 24.953, 6.990], [-2.000, 25.563, 8.593], [-0.149, 23.142, 7.989], [-1.697, 22.950, 8.669], [-0.506, 23.867, 9.580], [1.436, 26.538, 6.572], [1.528, 24.869, 7.138], [-0.193, 26.060, 4.851], [1.101, 24.866, 4.718], [-0.432, 24.398, 5.371], [5.524, 10.334, -10.033], [5.234, 11.788, -9.803], [3.812, 12.131, -9.670], [3.655, 13.576, -9.984], [4.511, 14.508, -9.067], [3.205, 11.638, -8.450], [1.695, 11.589, -8.547], [6.589, 10.109, -9.977], [5.258, 10.035, -11.047], [5.050, 9.672, -9.308], [5.791, 12.148, -8.938], [5.634, 12.354, -10.644], [3.927, 13.765, -11.022], [2.612, 13.849, -9.823], [4.202, 14.458, -8.023], [5.594, 14.442, -9.170], [4.231, 15.456, -9.526], [3.641, 12.144, -7.588], [3.553, 10.611, -8.341], [1.235, 12.548, -8.786], [1.199, 11.268, -7.631], [1.444, 10.912, -9.363]],
  "lowdin_charge": [-0.08, -0.25, -0.20, -0.26, -0.10, -0.24, -0.09, 0.05, 0.06, 0.06, 0.11, 0.10, 0.10, 0.11, 0.08, 0.06, 0.08, 0.10, 0.11, 0.08, 0.07, 0.06, -0.09, -0.27, -0.18, -0.25, -0.10, -0.28, -0.08, 0.06, 0.08, 0.06, 0.11, 0.11, 0.10, 0.11, 0.06, 0.07, 0.08, 0.10, 0.10, 0.07, 0.06, 0.07, -0.09, -0.27, -0.21, -0.24, -0.10, -0.22, -0.08, 0.08, 0.06, 0.07, 0.10, 0.11, 0.10, 0.11, 0.07, 0.08, 0.07, 0.11, 0.09, 0.05, 0.07, 0.06, -0.10, -0.29, -0.16, -0.24, -0.10, -0.27, -0.09, 0.06, 0.07, 0.08, 0.10, 0.11, 0.11, 0.10, 0.08, 0.06, 0.07, 0.10, 0.10, 0.07, 0.07, 0.06, -0.08, -0.23, -0.22, -0.25, -0.08, -0.27, -0.09, 0.05, 0.06, 0.08, 0.11, 0.10, 0.09, 0.11, 0.07, 0.05, 0.07, 0.11, 0.10, 0.08, 0.06, 0.07, -0.08, -0.25, -0.19, -0.24, -0.09, -0.26, -0.09, 0.07, 0.06, 0.07, 0.10, 0.10, 0.10, 0.10, 0.06, 0.06, 0.07, 0.10, 0.10, 0.06, 0.07, 0.07, -0.10, -0.24, -0.18, -0.29, -0.09, -0.27, -0.10, 0.06, 0.07, 0.07, 0.11, 0.10, 0.09, 0.11, 0.06, 0.08, 0.07, 0.11, 0.10, 0.07, 0.08, 0.06, -0.09, -0.28, -0.21, -0.23, -0.07, -0.24, -0.08, 0.07, 0.08, 0.06, 0.11, 0.11, 0.09, 0.10, 0.06, 0.06, 0.06, 0.10, 0.11, 0.07, 0.06, 0.06, -0.09, -0.28, -0.20, -0.22, -0.09, -0.27, -0.08, 0.07, 0.08, 0.06, 0.11, 0.11, 0.11, 0.10, 0.07, 0.06, 0.06, 0.11, 0.10, 0.06, 0.07, 0.08],
  "largest_force_ha_per_bohr": 0.0501,
  "smiles": "CCN(CC)CC.CCN(CC)CC.CCN(CC)CC.CCN(CC)CC.CCN(CC)CC.CCN(CC)CC.CCN(CC)CC.CCN(CC)CC.CCN(CC)CC",
  "lumo_energy_ev": 0.4731,
  "energy_ev": -71592.4614,
  "homo_lumo_gap_ev": 8.238,
  "e_homo_ev": -7.77
}



{
  "formula": "C54H135N9",
  "method": "the ωB97M-V functional and the def2-TZVPD basis",
  "species": ["C", "C", "N", "C", "C", "C", "C", "H", "H", "H", "H", "H", "H", "H", "H", "H", "H", "H", "H", "H", "H", "H", "C", "C", "N", "C", "C", "C", "C", "H", "H", "H", "H", "H", "H", "H", "H", "H", "H", "H", "H", "H", "H", "H", "C", "C", "N", "C", "C", "C", "C", "H", "H", "H", "H", "H", "H", "H", "H", "H", "H", "H", "H", "H", "H", "H", "C", "C", "N", "C", "C", "C", "C", "H", "H", "H", "H", "H", "H", "H", "H", "H", "H", "H", "H", "H", "H", "H", "C", "C", "N", "C", "C", "C", "C", "H", "H", "H", "H", "H", "H", "H", "H", "H", "H", "H", "H", "H", "H", "H", "C", "C", "N", "C", "C", "C", "C", "H", "H", "H", "H", "H", "H", "H", "H", "H", "H", "H", "H", "H", "H", "H", "C", "C", "N", "C", "C", "C", "C", "H", "H", "H", "H", "H", "H", "H", "H", "H", "H", "H", "H", "H", "H", "H", "C", "C", "N", "C", "C", "C", "C", "H", "H", "H", "H", "H", "H", "H", "H", "H", "H", "H", "H", "H", "H", "H", "C", "C", "N", "C", "C", "C", "C", "H", "H", "H", "H", "H", "H", "H", "H", "H", "H", "H", "H", "H", "H", "H"],
  "xyz": [[-2.670, -2.257, -6.912], [-2.311, -0.744, -6.732], [-3.282, -0.014, -5.957], [-2.637, 0.962, -5.077], [-3.740, 1.424, -4.060], [-4.453, 0.547, -6.719], [-4.013, 1.676, -7.769], [-3.716, -2.359, -7.201], [-2.472, -2.686, -5.929], [-2.127, -2.788, -7.694], [-1.265, -0.493, -6.554], [-2.338, -0.404, -7.767], [-1.855, 0.433, -4.532], [-2.091, 1.722, -5.637], [-3.331, 1.806, -3.125], [-4.312, 2.209, -4.556], [-4.487, 0.690, -3.758], [-5.177, 1.001, -6.044], [-5.024, -0.215, -7.250], [-4.731, 1.728, -8.588], [-3.048, 1.530, -8.253], [-4.100, 2.680, -7.354], [0.845, 3.690, 0.497], [-0.192, 3.525, -0.636], [-0.698, 4.816, -1.210], [-1.166, 5.801, -0.246], [-1.623, 7.263, -0.765], [-1.584, 4.524, -2.369], [-0.721, 4.311, -3.655], [1.585, 4.445, 0.232], [1.477, 2.805, 0.572], [0.265, 3.830, 1.409], [0.266, 2.999, -1.473], [-1.033, 2.883, -0.373], [-2.111, 5.367, 0.079], [-0.516, 5.860, 0.627], [-1.882, 8.067, -0.076], [-0.737, 7.617, -1.293], [-2.454, 7.182, -1.465], [-2.270, 5.357, -2.528], [-2.186, 3.619, -2.293], [-1.053, 4.918, -4.497], [-0.840, 3.313, -4.079], [0.352, 4.488, -3.584], [7.947, 3.865, -0.080], [7.853, 3.682, 1.483], [6.540, 3.612, 2.101], [6.445, 3.849, 3.504], [6.759, 5.333, 3.805], [5.964, 2.234, 1.765], [4.432, 2.327, 1.483], [7.226, 3.248, -0.617], [8.946, 3.664, -0.468], [7.785, 4.926, -0.266], [8.343, 2.784, 1.859], [8.492, 4.495, 1.827], [5.481, 3.518, 3.890], [7.191, 3.249, 4.025], [6.159, 6.026, 3.215], [6.527, 5.594, 4.838], [7.758, 5.644, 3.500], [6.223, 1.594, 2.609], [6.415, 1.824, 0.861], [4.055, 1.322, 1.291], [4.157, 2.818, 0.550], [3.878, 2.779, 2.305], [2.786, -1.078, -6.680], [1.584, -1.477, -7.547], [1.297, -0.499, -8.626], [0.306, -1.140, -9.511], [0.837, -2.281, -10.362], [1.007, 0.916, -8.348], [1.391, 1.837, -9.482], [2.493, -0.301, -5.974], [3.611, -0.595, -7.204], [3.204, -1.791, -5.970], [1.851, -2.478, -7.886], [0.668, -1.629, -6.976], [-0.271, -0.435, -10.110], [-0.451, -1.531, -8.831], [1.340, -3.017, -9.735], [1.640, -1.873, -10.977], [0.037, -2.764, -10.923], [0.026, 1.065, -7.896], [1.796, 1.177, -7.643], [1.166, 2.830, -9.092], [2.414, 1.947, -9.841], [0.890, 1.568, -10.412], [0.551, 0.194, -2.692], [0.630, -1.158, -1.810], [0.273, -1.027, -0.391], [1.365, -0.615, 0.532], [0.907, -0.977, 1.935], [-1.001, -0.321, -0.068], [-2.237, -0.769, -0.966], [1.157, 1.004, -2.284], [-0.440, 0.646, -2.671], [0.660, 0.007, -3.760], [-0.175, -1.711, -2.294], [1.506, -1.800, -1.908], [2.277, -1.174, 0.324], [1.421, 0.470, 0.447], [0.147, -0.274, 2.275], [0.694, -2.035, 2.085], [1.775, -0.805, 2.572], [-0.781, 0.740, -0.191], [-1.368, -0.485, 0.944], [-2.549, -1.790, -0.748], [-1.980, -0.824, -2.024], [-3.053, -0.071, -0.778], [-3.421, -1.478, 4.122], [-4.727, -2.143, 3.737], [-5.763, -2.149, 4.846], [-5.197, -2.787, 6.086], [-4.633, -4.205, 6.092], [-7.064, -2.736, 4.363], [-7.908, -1.780, 3.504], [-2.893, -1.143, 3.229], [-2.857, -1.976, 4.910], [-3.674, -0.500, 4.532], [-5.216, -1.482, 3.021], [-4.603, -3.184, 3.441], [-4.392, -2.125, 6.406], [-5.920, -2.648, 6.890], [-3.992, -4.393, 5.231], [-3.981, -4.185, 6.964], [-5.407, -4.968, 6.183], [-7.596, -3.047, 5.263], [-6.777, -3.615, 3.785], [-8.011, -0.797, 3.963], [-8.883, -2.208, 3.270], [-7.461, -1.502, 2.550], [8.338, -3.441, 1.097], [7.506, -4.075, 2.243], [6.060, -3.553, 2.394], [5.222, -3.841, 1.176], [5.319, -5.261, 0.653], [6.030, -2.133, 2.814], [4.556, -1.673, 3.112], [7.703, -3.526, 0.215], [9.292, -3.966, 1.065], [8.547, -2.383, 1.258], [7.526, -5.115, 1.917], [7.915, -3.995, 3.250], [4.167, -3.734, 1.425], [5.469, -3.058, 0.458], [6.212, -5.373, 0.038], [5.385, -6.075, 1.374], [4.453, -5.390, 0.003], [6.481, -1.438, 2.106], [6.534, -2.154, 3.780], [4.385, -1.013, 3.962], [3.994, -2.521, 3.502], [4.158, -1.226, 2.201], [-4.084, 2.018, 1.337], [-4.988, 1.883, 2.554], [-4.977, 3.052, 3.501], [-5.102, 4.338, 2.807], [-6.537, 4.596, 2.147], [-5.800, 2.831, 4.674], [-5.583, 3.825, 5.760], [-4.551, 2.520, 0.490], [-3.806, 1.067, 0.883], [-3.170, 2.520, 1.656], [-5.952, 1.568, 2.155], [-4.727, 0.898, 2.942], [-4.251, 4.393, 2.129], [-4.945, 5.076, 3.594], [-6.440, 5.420, 1.439], [-7.252, 4.830, 2.936], [-6.765, 3.741, 1.511], [-6.881, 2.822, 4.534], [-5.419, 1.872, 5.023], [-6.128, 3.558, 6.665], [-4.569, 3.909, 6.152], [-5.890, 4.838, 5.497], [0.546, -2.350, 5.794], [0.040, -3.831, 5.625], [1.075, -4.777, 5.142], [0.937, -6.118, 5.836], [-0.505, -6.810, 5.723], [1.530, -4.666, 3.735], [2.504, -5.846, 3.307], [1.457, -2.333, 6.391], [-0.168, -1.615, 6.167], [0.869, -2.051, 4.797], [-0.362, -4.024, 6.620], [-0.855, -3.793, 5.003], [1.753, -6.800, 5.598], [1.026, -5.945, 6.908], [-1.200, -6.358, 6.431], [-0.942, -6.675, 4.733], [-0.270, -7.860, 5.899], [2.195, -3.804, 3.676], [0.685, -4.573, 3.052], [3.428, -6.146, 3.801], [2.811, -5.670, 2.276], [1.864, -6.728, 3.283]],
  "lowdin_spin": [0.00, 0.00, 0.00, 0.00, 0.00, 0.00, 0.00, 0.00, 0.00, 0.00, 0.00, 0.00, 0.00, 0.00, 0.00, 0.00, 0.00, 0.00, 0.00, 0.00, 0.00, 0.00, 0.00, 0.00, 0.00, 0.00, 0.00, 0.00, 0.00, 0.00, 0.00, 0.00, 0.00, 0.00, 0.00, 0.00, 0.00, 0.00, 0.00, 0.00, 0.00, 0.00, 0.00, 0.00, 0.00, 0.00, 0.00, 0.00, 0.00, 0.00, 0.00, 0.00, 0.00, 0.00, 0.00, 0.00, 0.00, 0.00, 0.00, 0.00, 0.00, 0.00, 0.00, 0.00, 0.00, 0.00, 0.00, 0.00, 0.00, 0.00, 0.00, 0.00, 0.00, 0.00, 0.00, 0.00, 0.00, 0.00, 0.00, 0.00, 0.00, 0.00, 0.00, 0.00, 0.00, 0.00, 0.00, 0.00, 0.00, 0.00, 0.00, 0.00, 0.00, 0.00, 0.00, 0.00, 0.00, 0.00, 0.00, 0.00, 0.00, 0.00, 0.00, 0.00, 0.00, 0.00, 0.00, 0.00, 0.00, 0.00, 0.00, 0.00, 0.00, 0.00, 0.00, 0.00, 0.00, 0.00, 0.00, 0.00, 0.00, 0.00, 0.00, 0.00, 0.00, 0.00, 0.00, 0.00, 0.00, 0.00, 0.00, 0.00, 0.00, 0.00, 0.00, 0.00, 0.00, 0.00, 0.00, 0.00, 0.00, 0.00, 0.00, 0.00, 0.00, 0.00, 0.00, 0.00, 0.00, 0.00, 0.00, 0.00, 0.00, 0.00, 0.00, 0.00, 0.00, 0.00, 0.00, 0.00, 0.00, 0.00, 0.00, 0.00, 0.00, 0.00, 0.00, 0.00, 0.00, 0.00, 0.00, 0.00, 0.00, 0.00, 0.00, 0.00, 0.03, 0.05, 0.66, 0.05, 0.06, 0.07, 0.00, 0.00, 0.00, 0.00, 0.00, 0.02, 0.00, 0.01, 0.00, 0.00, 0.00, 0.02, 0.03, 0.00, 0.00, 0.00],
  "spin_multiplicity": 2,
  "largest_force_ha_per_bohr": 0.0666,
  "charge": 1,
  "lumo_energy_ev": [-2.2485, -6.6550],
  "energy_ev": -71582.4406,
  "homo_lumo_gap_ev": [6.951, 2.545],
  "e_homo_ev": [-9.20, -9.20],
  "s2": 0.755
}